# 1
An isolated ion of composition C9H9N2O and charge +1 at a distorted geometry. Source: the Open Molecules 2025 dataset; level of theory: wB97M-V/def2-TZVPD.

Each line ends with the Löwdin charge.
Positions of all 21 atoms, in Å:
1 O 3.6553 2.0799 -0.4046  0.15
2 C 2.8534 1.1893 -0.5440  -0.36
3 C 2.5497 0.2563 -1.6845  -0.02
4 C 1.2739 -0.3267 -1.3572  0.04
5 N 0.8762 0.2252 -0.2335  -0.03
6 C -0.4460 -0.0571 0.3054  -0.13
7 C -0.8674 0.2583 1.6428  -0.01
8 C -2.0847 -0.1675 2.0487  -0.08
9 C -2.8479 -0.9422 1.2042  -0.06
10 C -2.4721 -1.1776 -0.1013  -0.05
11 C -1.3369 -0.5779 -0.6268  -0.02
12 N 1.7480 1.0390 0.3481  0.19
13 H 3.3035 -0.5414 -1.5837  0.17
14 H 2.6951 0.7417 -2.6595  0.17
15 H 0.5557 -0.9843 -1.9663  0.17
16 H -0.3442 0.8320 2.3927  0.12
17 H -2.4761 0.2855 3.0893  0.18
18 H -3.6983 -1.5443 1.5679  0.13
19 H -3.2245 -1.5706 -0.7419  0.11
20 H -1.1482 -0.6305 -1.8013  0.16
21 H 1.4355 1.6130 1.1052  0.17

The HOMO energy is -13.55 eV. Its SMILES is O=C1CC=[N+](c2ccccc2)N1. Its total charge is +1. The value obtained for the relative energy (zero: lowest compared OMol25 entry of this formula, charge and spin) is 1.708 eV. The total energy comes out at -14497.5025 eV. Its spin multiplicity is 1. The orbital gap comes out at 8.60 eV.



# 2
C47H82InO26 as an isolated structure at a distorted geometry. Source: the Open Molecules 2025 dataset; level of theory: wB97M-V/def2-TZVPD.

Each line ends with the Löwdin charge.
Positions of all 156 atoms, in Å:
1 C -9.9463 4.6040 -5.3168  -0.11
2 C -8.8102 3.6643 -5.8819  -0.46
3 O -8.2458 2.8941 -4.8289  -0.44
4 In -6.1533 3.2111 -4.9246  0.58
5 C -5.0131 1.6240 -3.7458  -0.31
6 C -3.7442 2.2961 -3.1147  -0.32
7 C -2.6359 1.1886 -2.8849  -0.22
8 C -1.4407 1.8740 -2.1436  -0.21
9 C -1.6566 1.8737 -0.5650  -0.19
10 C -0.3166 1.4504 0.1234  -0.20
11 C 0.5866 2.6391 0.6148  -0.19
12 C 0.3178 4.0186 -0.0691  -0.20
13 C 1.7169 4.7228 -0.3013  -0.21
14 C 1.4752 6.1998 -0.7843  -0.21
15 C 1.5748 6.3933 -2.3296  -0.17
16 C 2.9802 5.9640 -2.8491  -0.25
17 O 3.2088 6.4512 -4.1647  -0.21
18 C 4.6042 6.6759 -4.3883  -0.11
19 H -9.6204 5.6592 -5.3961  0.05
20 H -10.1968 4.3156 -4.2779  0.06
21 H -10.8450 4.4975 -5.9659  0.05
22 H -9.2786 2.9666 -6.6127  0.09
23 H -8.0435 4.2948 -6.3809  0.05
24 H -5.5327 3.2370 -6.6088  -0.07
25 H -5.7495 4.8242 -4.1916  -0.06
26 H -5.6698 1.2315 -2.9359  0.02
27 H -4.7176 0.8066 -4.4313  0.02
28 H -4.0094 2.6981 -2.1152  0.10
29 H -3.3172 3.0585 -3.7904  0.07
30 H -3.1021 0.3710 -2.2928  0.10
31 H -2.3276 0.7574 -3.8631  0.11
32 H -0.4472 1.4426 -2.4032  0.10
33 H -1.4010 2.9410 -2.4603  0.08
34 H -2.4308 1.0915 -0.3994  0.09
35 H -2.0477 2.8466 -0.2148  0.11
36 H -0.6038 0.8615 1.0374  0.08
37 H 0.2914 0.7501 -0.4843  0.10
38 H 1.6405 2.3660 0.3702  0.10
39 H 0.5603 2.6995 1.7247  0.10
40 H -0.2182 4.6957 0.6290  0.11
41 H -0.1464 3.9579 -1.0673  0.09
42 H 2.3267 4.7236 0.6239  0.11
43 H 2.2457 4.1162 -1.0666  0.10
44 H 0.5006 6.5544 -0.3837  0.11
45 H 2.2394 6.8712 -0.3252  0.10
46 H 0.7613 5.8001 -2.8019  0.10
47 H 1.4354 7.4648 -2.5910  0.11
48 H 3.7952 6.2160 -2.1359  0.12
49 H 2.9643 4.8488 -2.9103  0.12
50 H 4.9996 7.2602 -3.5336  0.08
51 H 5.1121 5.6871 -4.4476  0.09
52 H 4.6854 7.2411 -5.3338  0.09
53 C 0.6471 -3.1365 -4.2644  -0.02
54 C -0.5466 -2.4527 -3.6406  -0.32
55 C -1.2024 -3.2499 -2.5488  -0.11
56 O -2.5376 -2.7389 -2.5747  0.06
57 C -2.7786 -2.3399 -3.8489  -0.57
58 O -3.8493 -2.0580 -4.2726  0.16
59 O -1.6273 -2.3123 -4.5762  0.08
60 H 0.3932 -4.1482 -4.5908  0.09
61 H 0.9822 -2.5939 -5.1506  0.09
62 H 1.4742 -3.1963 -3.5564  0.06
63 H -0.2690 -1.4501 -3.2976  0.16
64 H -0.7424 -3.0953 -1.5753  0.14
65 H -1.2405 -4.3187 -2.7601  0.12
66 C -0.9905 8.0190 -5.1158  -0.02
67 C -2.1078 7.0403 -4.8326  -0.34
68 C -1.7201 5.6000 -5.0219  -0.11
69 O -2.9766 4.9898 -5.3010  0.02
70 C -3.7515 5.9357 -5.8924  -0.59
71 O -4.7768 5.7175 -6.4327  0.08
72 O -3.1755 7.1725 -5.7758  0.07
73 H -0.5518 7.8388 -6.0995  0.09
74 H -1.3680 9.0431 -5.1201  0.08
75 H -0.2041 7.9369 -4.3633  0.07
76 H -2.5200 7.2178 -3.8338  0.16
77 H -1.2601 5.1626 -4.1351  0.12
78 H -1.0624 5.4425 -5.8829  0.14
79 C -6.5288 -1.6625 1.8823  -0.02
80 C -5.4364 -0.9500 2.6461  -0.34
81 C -5.3001 0.5068 2.3021  -0.09
82 O -3.9293 0.7585 2.6306  0.07
83 C -3.2681 -0.4110 2.4528  -0.56
84 O -2.0847 -0.5182 2.4296  0.15
85 O -4.1367 -1.4442 2.2951  0.08
86 H -6.4230 -1.5038 0.8076  0.10
87 H -6.4760 -2.7394 2.0499  0.09
88 H -7.5120 -1.3062 2.1922  0.09
89 H -5.5706 -1.0986 3.7233  0.16
90 H -5.9672 1.1443 2.8804  0.14
91 H -5.4404 0.7121 1.2373  0.15
92 C -0.1019 -2.2620 4.7968  -0.01
93 C 0.2840 -1.5600 6.0760  -0.32
94 C 0.5629 -0.0952 5.9019  -0.08
95 O 1.4481 0.1653 7.0000  0.07
96 C 2.1090 -0.9911 7.2478  -0.57
97 O 3.0639 -1.0836 7.9537  0.14
98 O 1.5440 -2.0291 6.5831  0.08
99 H 0.6272 -2.0768 4.0105  0.06
100 H -0.1335 -3.3434 4.9460  0.08
101 H -1.0799 -1.9252 4.4496  0.09
102 H -0.4719 -1.7379 6.8488  0.16
103 H -0.3338 0.5191 5.9630  0.14
104 H 1.0915 0.1330 4.9725  0.15
105 C -2.5555 -6.1946 3.4559  -0.02
106 C -1.4078 -6.1714 2.4729  -0.34
107 C -0.6233 -4.8902 2.4817  -0.11
108 O -0.0747 -4.8717 1.1623  0.08
109 C -0.9491 -5.5415 0.3724  -0.54
110 O -0.9190 -5.5404 -0.8134  0.16
111 O -1.8717 -6.2067 1.1189  0.09
112 H -3.1961 -5.3195 3.3297  0.09
113 H -3.1828 -7.0725 3.2944  0.09
114 H -2.1850 -6.2111 4.4820  0.09
115 H -0.7615 -7.0420 2.6288  0.16
116 H 0.1633 -4.8817 3.2348  0.13
117 H -1.2485 -4.0010 2.6055  0.14
118 C 6.1328 -2.8715 2.0734  -0.02
119 C 4.9359 -2.1796 2.6837  -0.34
120 C 4.2807 -2.9555 3.7925  -0.09
121 O 2.9436 -2.4516 3.7541  0.04
122 C 2.7072 -2.0797 2.4621  -0.54
123 O 1.6372 -1.8101 2.0193  0.17
124 O 3.8605 -2.0632 1.7454  0.10
125 H 5.8830 -3.8895 1.7681  0.09
126 H 6.4652 -2.3452 1.1777  0.09
127 H 6.9592 -2.9130 2.7846  0.09
128 H 5.2089 -1.1693 3.0063  0.16
129 H 4.7396 -2.7777 4.7645  0.14
130 H 4.2469 -4.0324 3.6030  0.14
131 C 4.9457 -2.8830 10.9183  -0.02
132 C 6.1036 -3.7106 10.4140  -0.34
133 C 6.2048 -3.7636 8.9158  -0.10
134 O 6.8979 -4.9997 8.7120  0.06
135 C 6.5732 -5.8040 9.7570  -0.56
136 O 6.8048 -6.9669 9.8076  0.16
137 O 5.9443 -5.0996 10.7352  0.09
138 H 4.0092 -3.1955 10.4533  0.09
139 H 4.8213 -3.0081 11.9952  0.09
140 H 5.1041 -1.8260 10.7030  0.09
141 H 7.0387 -3.3683 10.8697  0.16
142 H 6.7614 -2.9263 8.4975  0.14
143 H 5.2310 -3.8296 8.4225  0.14
144 C 5.1499 -5.8329 -5.4469  -0.02
145 C 5.3379 -4.6605 -4.5118  -0.34
146 C 5.8841 -5.0355 -3.1623  -0.11
147 O 5.4000 -3.9699 -2.3415  0.06
148 C 4.2404 -3.5406 -2.9080  -0.55
149 O 3.4666 -2.8105 -2.3865  0.17
150 O 4.0855 -4.0660 -4.1531  0.08
151 H 4.5627 -6.6219 -4.9727  0.09
152 H 4.6056 -5.5276 -6.3414  0.09
153 H 6.1138 -6.2471 -5.7460  0.09
154 H 5.9484 -3.8895 -4.9931  0.16
155 H 6.9722 -5.0841 -3.1424  0.14
156 H 5.4752 -5.9756 -2.7804  0.14

The HOMO energy is -3.71 eV. Its total charge is -1. The value obtained for the relative energy (zero: lowest compared OMol25 entry of this formula, charge and spin) is 0.000 eV. The total energy comes out at -108477.5026 eV. Its spin multiplicity is 1. The orbital gap comes out at 4.97 eV.



# 3
An isolated ion of composition C7H11N4O4 and charge +1 at a distorted geometry. Source: the Open Molecules 2025 dataset; level of theory: wB97M-V/def2-TZVPD.

Each line ends with the Löwdin charge.
Positions of all 26 atoms, in Å:
1 C 1.2555 -2.6370 -0.0575  0.03
2 C 0.4588 -1.3822 -0.1978  -0.13
3 N -0.8129 -1.5220 -0.5525  0.20
4 C -1.7072 -0.5340 -0.5497  -0.32
5 N -2.6873 -0.5649 -1.4522  0.26
6 C -1.6035 0.5978 0.4169  -0.08
7 C -0.2383 0.7423 1.0554  -0.17
8 C 0.1006 2.2184 1.3295  -0.01
9 C 0.9210 0.0852 -0.0975  -0.11
10 N 0.7340 0.9061 -1.3526  -0.31
11 O -0.2954 0.7485 -1.9607  0.12
12 O 1.5604 1.7166 -1.5782  0.19
13 N 2.3272 0.1685 0.3564  -0.34
14 O 3.1034 -0.2481 -0.4946  0.14
15 O 2.5505 0.6546 1.4173  0.17
16 H 2.1503 -2.3945 0.4069  0.05
17 H 1.3952 -3.1750 -1.0947  0.17
18 H 0.5830 -3.3392 0.5020  0.12
19 H -3.3806 0.1637 -1.3445  0.15
20 H -2.8034 -1.4602 -1.9048  0.15
21 H -1.8441 1.4193 -0.1250  0.10
22 H -2.3225 0.3738 1.2492  0.18
23 H -0.1672 0.1040 1.9597  0.16
24 H 0.8618 2.5006 0.5947  0.08
25 H 0.6756 2.1580 2.3068  0.12
26 H -0.8150 2.6996 1.1673  0.07

The HOMO energy is -15.07 eV. Its SMILES is CC1=NC(=[NH2+])C[C@H](C)C1([N+](=O)[O-])[N+](=O)[O-]. Its total charge is +1. The value obtained for the relative energy (zero: lowest compared OMol25 entry of this formula, charge and spin) is 3.229 eV. The total energy comes out at -21573.6368 eV. Its spin multiplicity is 1. The orbital gap comes out at 9.74 eV.